No. 1
15
Properties=species:S:1:pos:R:3 method="wB97M-V/def2-TZVPD" gap_ha=0.29380 total_energy_ev=-20896.923 multiplicity=1 homo_ev=-8.34 de_lowest_kcal_mol=26.64
S 3.161 -0.252 0.149
F -0.966 -1.857 0.082
O 1.462 -2.211 -0.156
C -0.768 -0.486 0.106
C -1.998 0.232 0.097
C 0.513 -0.040 -0.072
C 1.613 -0.906 -0.003
C 0.730 1.505 -0.106
H -2.501 -0.304 -0.764
H -0.121 2.148 -0.507
H 0.570 -2.466 0.001
H -1.964 1.277 0.047
H 1.693 1.594 -0.843
H -2.470 -0.199 1.067
H 1.047 1.967 0.901

No. 2
11
Properties=species:S:1:pos:R:3 method="wB97M-V/def2-TZVPD" gap_ha="0.26414 / 0.26125" total_energy_ev=-20509.540 multiplicity=1 homo_ev="-7.75 / -7.71" de_lowest_kcal_mol=88.52
S -4.025 -0.103 0.453
O -0.312 0.719 -0.346
N -1.164 -2.613 -0.653
N -2.583 0.524 -0.016
N 2.276 0.027 0.499
C -1.390 -0.075 -0.229
C 3.364 -0.344 0.531
C -1.358 -1.530 -0.264
H 0.464 0.160 -0.443
H -2.658 1.555 0.008
H 4.394 -0.516 0.821

No. 3
94
Properties=species:S:1:pos:R:3 method="wB97M-V/def2-TZVPD" charge=-1 gap_ha="0.26578 / 0.26663" total_energy_ev=-91564.463 multiplicity=2 homo_ev="-4.92 / -4.94"
Ti -0.107 -0.399 -0.210
S 1.158 0.808 -3.302
O 1.129 -0.119 -4.398
O 2.373 0.986 -2.559
N -1.621 0.589 1.122
N -1.799 -0.598 -1.485
N 4.284 3.821 1.658
N -1.750 0.064 -3.772
N 2.467 3.230 0.082
N 0.516 -1.172 1.802
N -0.578 6.143 -5.238
N 0.015 0.441 -2.196
N 1.056 1.244 0.200
C -1.189 -0.030 -2.561
C -3.405 3.776 0.748
C 1.074 -3.354 2.790
C -0.385 -3.785 2.845
C 3.386 -3.910 3.234
C 3.771 -2.646 2.829
C 0.968 3.521 -3.158
C 2.837 -1.710 2.397
C -0.427 3.745 -5.550
C -0.881 -3.787 4.298
C -2.947 -0.488 -3.900
C 0.667 2.389 -3.907
C -2.246 2.542 -1.060
C 1.815 -2.326 -1.292
C -2.650 1.464 1.225
C -3.624 -1.131 -2.870
C -0.654 -5.163 2.236
C -2.987 -1.152 -1.643
C 2.288 -3.325 -0.474
C 1.491 -2.089 2.336
C 1.770 2.168 0.149
C 4.061 0.298 3.279
C -1.370 0.159 2.409
C -0.136 4.890 -4.808
C 0.373 -2.382 -1.304
C -3.099 1.532 2.558
C 0.564 4.764 -3.606
C -4.560 1.867 -0.348
C -3.195 2.379 0.134
C 1.176 -4.076 0.009
C 3.293 -0.297 2.093
C 0.021 -3.538 -0.510
C -0.029 2.499 -5.099
C -2.275 0.709 3.313
C 3.430 3.502 0.944
C -0.269 -0.668 2.701
C 2.044 -4.245 3.236
C 4.129 -0.204 0.816
H -0.979 -3.070 2.275
H 5.029 -0.191 3.415
H 2.399 0.305 1.956
H -2.469 4.167 1.148
H -0.141 -2.190 -2.239
H -0.087 -0.877 3.755
H -3.765 4.460 -0.024
H 1.531 3.431 -2.238
H -0.987 -3.904 -0.351
H -1.201 2.411 -0.777
H -0.727 6.221 -6.231
H -3.434 -1.601 -0.762
H -4.140 3.763 1.552
H 3.321 -3.496 -0.203
H 1.255 -4.906 0.696
H 4.247 1.359 3.105
H 3.534 -0.412 -0.073
H -1.709 -5.416 2.367
H -2.297 0.536 4.378
H 1.743 -5.229 3.578
H -2.351 3.540 -1.490
H 4.817 -2.367 2.863
H -4.596 -1.576 -3.012
H -0.973 3.837 -6.482
H 2.407 -1.623 -1.862
H -3.905 2.147 2.926
H -1.960 -3.953 4.336
H -3.400 -0.408 -4.884
H -0.258 1.602 -5.658
H -0.430 -5.185 1.172
H -0.395 -4.591 4.858
H 0.796 5.648 -3.024
H -4.985 2.557 -1.082
H -0.057 6.922 -4.870
H -0.071 -5.944 2.727
H 3.499 0.192 4.209
H 4.957 -0.918 0.844
H -0.660 -2.855 4.816
H 4.550 0.799 0.715
H -2.481 1.838 -1.855
H -4.469 0.889 -0.820
H 4.128 -4.628 3.564
H -5.257 1.780 0.488

No. 4
27
Properties=species:S:1:pos:R:3 method="wB97M-V/def2-TZVPD" charge=-1 gap_ha=0.24598 total_energy_ev=-31718.774 multiplicity=1 homo_ev=-4.13
Cl 0.810 -0.120 -1.587
O 3.158 1.745 -2.368
O 4.890 0.535 -3.163
O -2.240 -0.327 -1.675
O -0.295 -1.391 -1.832
O -2.275 0.596 2.481
N -1.828 -1.956 -0.167
C -2.585 -0.512 1.665
C 3.157 1.115 -4.668
C 3.799 1.133 -3.261
C -1.388 -1.246 1.088
C -1.364 0.337 3.533
C -1.510 -1.128 -1.270
C -0.014 0.977 3.231
H -3.128 -0.119 0.822
H -1.734 0.820 4.430
H 0.521 1.214 4.136
H 2.209 1.655 -4.679
H -0.230 1.883 2.700
H -3.253 -1.198 2.172
H -1.274 -0.719 3.758
H 0.609 0.357 2.608
H -1.202 -2.753 -0.239
H 2.979 0.084 -4.978
H 3.835 1.579 -5.388
H -1.070 -1.988 1.797
H -0.579 -0.574 0.854

No. 5
98
Properties=species:S:1:pos:R:3 method="wB97M-V/def2-TZVPD" charge=-1 gap_ha="0.14040 / 0.19826" total_energy_ev=-103390.629 multiplicity=3 homo_ev="-1.63 / -3.21"
Ti 11.365 12.394 10.431
S 8.964 12.327 10.929
S 10.993 11.783 8.152
S 10.771 9.467 12.155
O 11.316 10.403 11.065
N 13.419 12.446 10.677
N 13.732 12.885 12.057
N 12.056 14.607 12.041
N 11.452 12.550 13.442
N 10.078 13.000 13.503
N 11.111 14.391 10.992
C 15.676 12.292 11.046
C 15.045 12.801 12.200
C 13.324 16.625 13.012
C 8.173 12.715 15.120
C 8.531 13.915 15.999
C 7.928 9.318 7.553
C 7.184 13.161 14.031
C 7.591 11.520 15.988
C 10.439 11.313 15.002
C 7.408 10.538 9.596
C 14.285 12.982 7.816
C 7.063 9.562 8.621
C 10.807 15.602 10.478
C 9.132 14.942 8.698
C 9.887 17.307 8.762
C 14.806 11.825 8.629
C 11.912 7.053 11.502
C 9.126 10.017 7.402
C 16.295 11.681 8.330
C 12.077 8.739 13.290
C 10.695 7.868 11.225
C 13.093 11.387 14.922
C 9.450 10.982 8.363
C 11.693 11.612 14.396
C 14.075 10.507 8.275
C 15.736 13.331 13.419
C 14.634 12.135 10.109
C 12.169 7.260 12.966
C 9.653 16.030 9.626
C 11.614 16.588 11.124
C 8.607 11.252 9.545
C 8.515 16.399 10.646
C 9.531 12.308 14.471
C 12.377 15.892 12.065
B 12.551 13.478 12.970
H 8.818 17.287 11.251
H 7.604 14.028 13.591
H 7.707 14.329 16.570
H 14.213 10.332 7.204
H 7.268 12.348 13.266
H 6.755 10.723 10.499
H 11.800 5.989 11.300
H 13.166 16.121 13.982
H 8.310 11.331 16.762
H 12.790 7.292 10.899
H 13.063 17.697 13.077
H 8.285 15.370 8.134
H 10.268 18.103 9.386
H 11.401 6.635 13.509
H 13.043 9.190 12.955
H 14.612 12.865 6.804
H 10.315 10.640 15.838
H 7.705 8.438 6.970
H 16.338 12.521 13.842
H 16.749 12.008 10.981
H 8.686 14.076 9.244
H 6.136 13.287 14.302
H 12.982 10.483 8.465
H 7.575 16.671 10.116
H 13.103 10.381 15.366
H 15.051 13.730 14.185
H 13.314 12.091 15.742
H 9.857 9.797 6.668
H 11.935 9.019 14.342
H 8.273 15.498 11.240
H 11.469 17.615 10.909
H 10.518 8.043 10.115
H 7.443 10.585 15.418
H 16.833 12.504 8.789
H 13.114 6.843 13.370
H 13.196 13.996 13.847
H 6.667 11.781 16.494
H 13.231 13.091 7.787
H 14.518 9.654 8.769
H 16.505 11.712 7.269
H 8.943 14.723 15.377
H 16.436 14.123 13.148
H 14.346 16.608 12.660
H 8.920 17.542 8.274
H 13.867 11.375 14.161
H 14.709 13.914 8.262
H 9.288 13.624 16.710
H 9.812 7.350 11.579
H 9.842 14.587 7.987
H 16.591 10.767 8.836
H 6.045 9.084 8.679
H 10.611 17.112 7.973

No. 6
12
Properties=species:S:1:pos:R:3 method="wB97M-V/def2-TZVPD" charge=+1 gap_ha="0.19279 / 0.18747" total_energy_ev=-10279.278 multiplicity=1 homo_ev="-11.69 / -11.55" de_lowest_kcal_mol=68.77
Ag 3.311 0.985 3.390
O 1.717 0.651 1.263
C -1.161 -0.155 -0.553
C 0.643 0.961 0.770
C 0.191 0.463 -0.548
C -1.095 -1.521 -0.687
H -0.773 -1.961 -1.637
H -0.041 1.629 1.328
H -1.917 0.390 -1.124
H 0.743 -0.644 -0.775
H -1.862 -2.109 -0.175
H 0.243 1.311 -1.253

Repeat the third record exactly.
94
Properties=species:S:1:pos:R:3 method="wB97M-V/def2-TZVPD" charge=-1 gap_ha="0.26578 / 0.26663" total_energy_ev=-91564.463 multiplicity=2 homo_ev="-4.92 / -4.94"
Ti -0.107 -0.399 -0.210
S 1.158 0.808 -3.302
O 1.129 -0.119 -4.398
O 2.373 0.986 -2.559
N -1.621 0.589 1.122
N -1.799 -0.598 -1.485
N 4.284 3.821 1.658
N -1.750 0.064 -3.772
N 2.467 3.230 0.082
N 0.516 -1.172 1.802
N -0.578 6.143 -5.238
N 0.015 0.441 -2.196
N 1.056 1.244 0.200
C -1.189 -0.030 -2.561
C -3.405 3.776 0.748
C 1.074 -3.354 2.790
C -0.385 -3.785 2.845
C 3.386 -3.910 3.234
C 3.771 -2.646 2.829
C 0.968 3.521 -3.158
C 2.837 -1.710 2.397
C -0.427 3.745 -5.550
C -0.881 -3.787 4.298
C -2.947 -0.488 -3.900
C 0.667 2.389 -3.907
C -2.246 2.542 -1.060
C 1.815 -2.326 -1.292
C -2.650 1.464 1.225
C -3.624 -1.131 -2.870
C -0.654 -5.163 2.236
C -2.987 -1.152 -1.643
C 2.288 -3.325 -0.474
C 1.491 -2.089 2.336
C 1.770 2.168 0.149
C 4.061 0.298 3.279
C -1.370 0.159 2.409
C -0.136 4.890 -4.808
C 0.373 -2.382 -1.304
C -3.099 1.532 2.558
C 0.564 4.764 -3.606
C -4.560 1.867 -0.348
C -3.195 2.379 0.134
C 1.176 -4.076 0.009
C 3.293 -0.297 2.093
C 0.021 -3.538 -0.510
C -0.029 2.499 -5.099
C -2.275 0.709 3.313
C 3.430 3.502 0.944
C -0.269 -0.668 2.701
C 2.044 -4.245 3.236
C 4.129 -0.204 0.816
H -0.979 -3.070 2.275
H 5.029 -0.191 3.415
H 2.399 0.305 1.956
H -2.469 4.167 1.148
H -0.141 -2.190 -2.239
H -0.087 -0.877 3.755
H -3.765 4.460 -0.024
H 1.531 3.431 -2.238
H -0.987 -3.904 -0.351
H -1.201 2.411 -0.777
H -0.727 6.221 -6.231
H -3.434 -1.601 -0.762
H -4.140 3.763 1.552
H 3.321 -3.496 -0.203
H 1.255 -4.906 0.696
H 4.247 1.359 3.105
H 3.534 -0.412 -0.073
H -1.709 -5.416 2.367
H -2.297 0.536 4.378
H 1.743 -5.229 3.578
H -2.351 3.540 -1.490
H 4.817 -2.367 2.863
H -4.596 -1.576 -3.012
H -0.973 3.837 -6.482
H 2.407 -1.623 -1.862
H -3.905 2.147 2.926
H -1.960 -3.953 4.336
H -3.400 -0.408 -4.884
H -0.258 1.602 -5.658
H -0.430 -5.185 1.172
H -0.395 -4.591 4.858
H 0.796 5.648 -3.024
H -4.985 2.557 -1.082
H -0.057 6.922 -4.870
H -0.071 -5.944 2.727
H 3.499 0.192 4.209
H 4.957 -0.918 0.844
H -0.660 -2.855 4.816
H 4.550 0.799 0.715
H -2.481 1.838 -1.855
H -4.469 0.889 -0.820
H 4.128 -4.628 3.564
H -5.257 1.780 0.488